Model i:
Below is a molecular structure, C4H9NO2, with properties calculated with ωB97M-V with the def2-TZVPD basis set.

```
16
Properties=species:S:1:pos:R:3:nbo_charge:R:1
C -2.26 0.23 -0.02 -0.323
H -0.53 -1.08 -0.12 0.151
H 1.75 -1.37 1.95 0.472
C -2.11 0.45 1.28 -0.294
H 1.68 -0.97 0.07 0.489
O -1.15 -0.54 -1.97 -0.560
C 2.15 0.91 -0.73 0.057
H -3.08 0.65 -0.59 0.216
H 2.70 1.04 0.18 0.191
H -1.23 0.08 1.80 0.223
H 1.28 -0.41 -1.89 0.391
N 1.98 -0.29 -1.15 -0.662
C -1.27 -0.54 -0.76 0.382
H -2.85 0.98 1.87 0.201
H 1.61 1.76 -1.13 0.169
O 1.33 -0.89 1.23 -1.103
```

Output
Net charge: 0
HOMO, eV: -9.7
LUMO level, eV: 0.4


Model ii:
Below is C4H9NO2 in the gas phase, with properties calculated with ωB97M-V with the def2-TZVPD basis set.

```
16
Properties=species:S:1:pos:R:3:nbo_charge:R:1
H -0.59 -1.09 3.35 0.401
H 0.46 1.43 -2.42 0.208
C -0.61 0.29 1.82 0.880
O 0.27 -0.53 1.19 -0.522
C 0.27 0.36 -2.50 -0.607
H 1.20 -0.13 -2.80 0.200
C 0.75 -0.03 -0.07 -0.065
H -0.52 -1.26 -1.28 0.200
H 1.03 1.02 0.06 0.196
H -0.46 0.20 -3.31 0.216
H 1.66 -0.62 -0.26 0.186
H -1.17 0.34 -0.90 0.223
N -1.06 -0.29 2.97 -0.839
C -0.26 -0.19 -1.18 -0.429
O -0.97 1.37 1.40 -0.651
H -1.57 0.31 3.59 0.404
```

Output
Structure (SMILES): CCCOC(N)=O
Net charge: 0
HOMO, eV: -10.4
LUMO level, eV: 0.9


Computed energies relative to the best structure, in kJ/mol: model i 352.0; model ii 0.0


Model i:
Below is C4H9NO2 in the gas phase, with properties calculated with ωB97M-V with the def2-TZVPD basis set.

```
16
Properties=species:S:1:pos:R:3:nbo_charge:R:1
C 1.31 -1.07 0.62 -0.108
H 1.81 0.99 0.96 0.204
H 0.83 -1.71 -0.12 0.189
H 0.65 -2.14 2.07 0.471
O -0.10 1.27 0.46 -0.519
H -2.48 1.48 0.84 0.394
C -0.69 0.11 -1.50 -0.731
H 2.37 -1.39 0.68 0.171
C 1.32 0.39 0.23 -0.060
N -2.27 1.17 -0.08 -0.820
H -3.02 0.94 -0.71 0.394
H 1.78 0.52 -0.76 0.204
H -1.44 -0.34 -2.11 0.197
C -1.00 0.83 -0.41 0.522
H 0.23 0.17 -2.04 0.198
O 0.71 -1.20 1.87 -0.707
```

Output
Structure (SMILES): C=C(N)OCCO
Net charge: 0
HOMO, eV: -7.5
LUMO level, eV: 0.9


Model ii:
Below is 2 unconnected molecules or ions with the total composition C4H9NO2, with properties calculated with ωB97M-V with the def2-TZVPD basis set.

```
16
Properties=species:S:1:pos:R:3:nbo_charge:R:1
O -2.68 2.60 -1.13 -0.532
H 0.76 -0.02 2.00 0.215
H 1.84 -1.57 -1.26 0.206
H 0.26 0.36 -1.00 0.162
C 1.86 -0.93 -0.37 -0.632
C -2.68 1.52 -0.68 0.846
H -0.48 -1.86 -0.70 0.478
H -0.49 1.03 1.29 0.222
H 2.12 -1.56 0.49 0.215
H 2.64 -0.18 -0.51 0.220
N -2.81 0.41 -0.19 -0.792
O -0.51 -1.25 0.05 -0.736
H 1.23 1.41 1.04 0.217
C 0.50 0.59 1.13 -0.627
H -2.08 -0.29 -0.03 0.445
C 0.51 -0.26 -0.13 0.093
```

Output
Structure (SMILES): CC(C)O.N=C=O
Net charge: 0
HOMO, eV: -10.6
LUMO level, eV: 0.6


Computed energies relative to the best structure, in kJ/mol: model i 228.0; model ii 0.0


Model i:
Below is C4H9NO2 in the gas phase, with properties calculated with ωB97M-V with the def2-TZVPD basis set.

```
16
Properties=species:S:1:pos:R:3:nbo_charge:R:1
H 2.24 -0.83 0.83 0.395
C -2.09 -0.78 -0.27 -0.619
O 1.80 1.91 -0.59 -0.615
C 0.18 -0.34 0.69 -0.245
H 0.00 1.54 -1.02 0.498
H -0.20 0.36 1.45 0.204
C 2.25 1.04 0.13 0.541
O -0.88 1.14 -0.91 -0.738
N 1.62 -0.11 0.50 -0.626
H 3.24 1.12 0.61 0.115
C -0.70 -0.20 -0.55 0.086
H 0.08 -1.35 1.11 0.208
H -2.55 -0.26 0.58 0.210
H -2.04 -1.85 -0.05 0.202
H -2.72 -0.63 -1.15 0.227
H -0.23 -0.78 -1.36 0.155
```

Output
Structure (SMILES): C[C@@H](O)CNC=O
Net charge: 0
HOMO, eV: -9.9
LUMO level, eV: 0.7


Model ii:
Below is C4H9NO2 in the gas phase, with properties calculated with ωB97M-V with the def2-TZVPD basis set.

```
16
Properties=species:S:1:pos:R:3:nbo_charge:R:1
O 1.60 1.53 -0.61 -0.732
H 1.65 0.77 1.25 0.182
C 1.25 0.50 0.26 -0.066
C -0.54 -0.52 1.70 -0.613
H -1.34 -0.97 -2.56 0.117
H -0.15 -0.02 2.60 0.223
H -0.69 1.31 0.57 0.199
O 0.41 0.05 -2.52 -0.644
C -0.59 -0.41 -1.98 0.541
H -1.61 -0.68 1.85 0.207
N -0.92 -0.36 -0.67 -0.605
C -0.26 0.31 0.46 -0.080
H -1.82 -0.77 -0.45 0.393
H -0.06 -1.51 1.63 0.214
H 1.36 1.21 -1.50 0.497
H 1.70 -0.47 -0.02 0.166
```

Output
Structure (SMILES): C[C@@H](CO)NC=O
Net charge: 0
HOMO, eV: -9.9
LUMO level, eV: 0.7


Model iii:
Below is C4H9NO2 in the gas phase, with properties calculated with ωB97M-V with the def2-TZVPD basis set.

```
16
Properties=species:S:1:pos:R:3:nbo_charge:R:1
H 1.87 0.58 -0.03 0.225
C 0.47 0.46 -1.72 -0.063
H -2.11 0.17 2.46 0.201
C 0.43 -0.77 0.57 0.687
C 1.25 -0.14 -0.55 -0.540
O 1.03 1.68 -2.21 -0.722
H -0.66 0.97 0.78 0.381
H -0.57 0.64 -1.47 0.163
H -1.44 -1.45 2.25 0.230
H 1.93 -0.92 -0.88 0.245
N -0.56 0.01 1.10 -0.633
O 0.66 -1.88 0.98 -0.600
H -2.55 -0.84 1.07 0.187
H 0.58 -0.19 -2.58 0.193
C -1.74 -0.54 1.74 -0.417
H 1.41 2.22 -1.51 0.462
```

Output
Structure (SMILES): CNC(=O)CCO
Net charge: 0
HOMO, eV: -9.7
LUMO level, eV: 0.7


Model iv:
Below is C4H9NO2 in the gas phase, with properties calculated with ωB97M-V with the def2-TZVPD basis set.

```
16
Properties=species:S:1:pos:R:3:nbo_charge:R:1
H -1.12 1.75 0.84 0.208
C -0.40 -0.23 0.56 -0.157
C -0.20 0.34 -1.87 -0.446
H -1.21 -0.62 1.17 0.212
H 0.89 0.27 -1.81 0.221
H -0.35 1.42 -1.84 0.171
O 0.71 -2.12 1.52 -0.679
H 1.58 -2.54 1.66 0.496
H -0.43 -0.11 -2.83 0.206
C -0.18 1.21 0.98 -0.625
H 0.11 1.31 2.03 0.222
C 0.84 -1.06 0.71 0.795
N -0.88 -0.44 -0.83 -0.593
H -1.81 -0.07 -0.81 0.348
O 1.86 -0.80 0.14 -0.600
H 0.59 1.70 0.38 0.222
```

Output
Structure (SMILES): CN[C@H](C)C(=O)O
Net charge: 0
HOMO, eV: -9.3
LUMO level, eV: 0.8


Computed energies relative to the best structure, in kJ/mol: model i 11.0; model ii 0.0; model iii 39.8; model iv 19.5


Model i:
Below is 2 unconnected molecules or ions with the total composition C4H9NO2, with properties calculated with ωB97M-V with the def2-TZVPD basis set.

```
16
Properties=species:S:1:pos:R:3:nbo_charge:R:1
N -1.52 0.20 0.06 -0.536
C -1.72 0.07 -1.30 0.528
H -0.17 2.13 -1.39 0.497
C 0.76 -1.73 1.14 -0.865
C -0.41 0.63 0.53 0.239
H 1.38 -1.89 0.25 0.215
H -0.21 -1.37 0.84 0.226
H 1.12 0.32 -1.01 0.185
O 0.53 2.31 -0.73 -0.702
H 0.54 -2.66 1.65 0.225
H -2.43 -0.74 -1.55 0.134
H 1.68 1.15 0.46 0.196
C 0.84 1.04 -0.22 -0.158
O -1.29 0.82 -2.16 -0.585
H 1.29 -1.06 1.83 0.211
H -0.40 0.78 1.61 0.191
```

Output
Structure (SMILES): O=C/N=C\CO.C
Net charge: 0
HOMO, eV: -10.0
LUMO level, eV: -0.2


Model ii:
Below is 2 unconnected molecules or ions with the total composition C4H9NO2, with properties calculated with ωB97M-V with the def2-TZVPD basis set.

```
16
Properties=species:S:1:pos:R:3:nbo_charge:R:1
H -1.27 -1.72 -1.04 0.201
H -0.68 2.74 -0.60 0.241
H 1.72 -1.74 0.43 0.372
C -1.58 -1.54 0.05 -0.260
H -1.53 2.25 0.87 0.221
O -0.08 0.36 -1.22 -0.633
N 2.12 -0.94 0.04 -0.705
H -2.58 -2.10 0.20 0.201
C 2.00 0.30 0.31 -0.114
H -0.79 -1.95 0.70 0.173
H 2.90 -1.41 -0.64 0.308
C -0.68 2.07 0.25 -0.722
H 0.26 2.14 0.87 0.276
O -1.54 -0.22 0.34 -0.516
H 2.50 1.05 -0.30 0.141
C -0.77 0.69 -0.26 0.815
```

Output
Net charge: 0
HOMO, eV: -7.7
LUMO level, eV: 0.9


Computed energies relative to the best structure, in kJ/mol: model i 0.0; model ii 190.1


Model i:
Below is C5H14N2S in the gas phase, with properties calculated with ωB97M-V with the def2-TZVPD basis set.

```
22
Properties=species:S:1:pos:R:3:nbo_charge:R:1
H -0.80 2.02 2.61 0.268
C -0.24 -0.32 2.42 -0.250
H -0.13 -2.04 1.19 0.381
H 0.45 -0.90 -3.50 0.224
S 1.72 1.68 1.88 -0.024
C -0.63 -0.49 -0.05 -0.233
N -0.02 1.17 -1.89 -0.876
H 1.09 -2.00 -2.27 0.221
C 0.25 -0.18 -1.32 -0.060
C 0.23 -1.31 -2.44 -0.646
C -0.04 1.22 2.21 -0.594
N -0.08 -1.05 1.16 -0.656
H -0.54 1.17 -2.64 0.355
H 1.25 0.03 -1.03 0.185
H -0.58 -2.07 -2.46 0.215
H -1.13 -0.55 3.13 0.186
H -1.20 0.41 0.18 0.198
H -1.44 -1.18 -0.58 0.166
H 1.61 1.41 0.55 0.118
H -0.62 1.52 1.19 0.225
H 0.73 -0.59 2.92 0.216
H 0.12 2.04 -1.29 0.381
```

Output
Structure (SMILES): C[C@@H](N)CNCCS
Net charge: 0
HOMO, eV: -8.3
LUMO level, eV: 0.9


Model ii:
Below is C5H14N2S in the gas phase, with properties calculated with ωB97M-V with the def2-TZVPD basis set.

```
22
Properties=species:S:1:pos:R:3:nbo_charge:R:1
N -1.79 2.36 -0.23 -0.901
H -1.15 -0.56 -0.23 0.184
H -0.12 -0.97 2.61 0.204
H 0.17 2.53 -0.98 0.166
C 1.64 -0.98 -1.01 -0.487
H -0.73 1.13 -1.49 0.183
C -0.35 -0.43 0.49 -0.043
C -0.55 1.77 -0.64 -0.045
C 0.79 -1.41 0.19 -0.421
H -1.62 -1.48 1.92 0.216
N 0.15 0.97 0.36 -0.653
H 0.17 1.42 1.27 0.358
H 2.55 -1.86 -3.04 0.121
H 0.32 -2.34 -0.12 0.208
H 2.49 -0.38 -0.70 0.218
C -0.89 -0.66 1.90 -0.622
H 1.10 -0.37 -1.73 0.209
H -1.35 0.21 2.36 0.212
H 1.43 -1.60 1.05 0.208
H -1.89 2.97 0.56 0.375
S 2.27 -2.47 -1.88 -0.070
H -2.65 2.13 -0.69 0.379
```

Output
Structure (SMILES): C[C@H](CCS)NCN
Net charge: 0
HOMO, eV: -8.6
LUMO level, eV: 1.0


Computed energies relative to the best structure, in kJ/mol: model i 271.3; model ii 0.0